Version 1
Formula: C6H5N3O2
Source: the OMol25 dataset
Level of theory: ωB97M-V with the def2-TZVPD basis set

The geometry in ORCA input format:
```
! RIJCOSX wB97M-V def2-TZVPD def2/J DEFGRID3
* xyz 0 1
C -2.3323 0.1081 -0.2537
N -1.8421 -0.6395 0.6441
C -1.0721 0.5607 0.3023
C 0.0929 0.4480 -0.5418
C 0.5260 -0.6541 -1.2499
N 1.7328 -0.2838 -1.8248
C 1.9850 1.0437 -1.3925
N 0.9779 1.4850 -0.6555
H -2.9585 0.4361 -0.9472
H -1.1616 1.4869 1.1924
H 0.1443 -1.6508 -1.2530
H 2.0915 -0.8706 -2.5792
H 2.9102 1.6100 -1.4823
O -0.3410 0.0845 3.5897
C -0.3765 -1.0194 3.3154
O -0.3766 -2.1448 3.1359
*
```

HOMO-LUMO gap = 9.216 eV
SMILES = C1=N[C@H]1c1c[nH]cn1.O=C=O

These are the Löwdin partial charges, in e, on atoms 1 to 6: number 1, C, carries -0.035; number 2, N, carries 0.163; number 3, C, carries -0.302; number 4, C, carries -0.325; number 5, C, carries -0.061; number 6, N, carries 0.042


Version 2
Formula: C6H5N3O2
Source: the OMol25 dataset
Level of theory: ωB97M-V with the def2-TZVPD basis set

The geometry in ORCA input format:
```
! RIJCOSX wB97M-V def2-TZVPD def2/J DEFGRID3
* xyz 0 1
C -1.4144 -1.5256 1.4275
C -1.5188 -0.3081 0.6685
C -0.1206 -1.9037 1.3882
C 0.6325 1.2135 -3.2452
C 0.4333 1.8253 -1.9628
C -0.2789 -0.0812 0.2377
N -0.7124 2.5662 -2.1629
N -1.1052 2.5937 -3.3123
N 1.1059 1.7975 -0.8544
O 0.5806 -0.9774 0.6346
O -0.3323 1.6827 -4.0768
H -2.3270 -2.0038 1.7506
H -2.3435 0.1885 0.4473
H 0.4863 -2.4977 2.0749
H 1.2618 0.3835 -3.6031
H 2.0181 1.4137 -1.0422
*
```

HOMO-LUMO gap (alpha / beta) = 7.612 / 8.226 eV

These are the Löwdin partial charges, in e, on atoms 1 to 6: number 1, C, carries -0.071; number 2, C, carries -0.067; number 3, C, carries -0.113; number 4, C, carries -0.002; number 5, C, carries -0.461; number 6, C, carries -0.059


Least stable of them? version 2.


Version 1
Formula: C4H2Cl2
Source: the OMol25 dataset
Level of theory: ωB97M-V with the def2-TZVPD basis set

The geometry in ORCA input format:
```
! RIJCOSX wB97M-V def2-TZVPD def2/J DEFGRID3
* xyz 0 1
C 2.7353 -0.7573 -0.0781
C 1.5500 -0.8112 0.0552
C -1.3610 0.9801 0.0539
C -1.2190 -0.3016 -0.0144
Cl -2.9532 1.7475 0.1067
Cl -1.9901 -1.7319 -0.0538
H 3.7888 -0.8113 -0.1456
H -0.5508 1.6856 0.0761
*
```

HOMO-LUMO gap = 6.894 eV

These are the Löwdin partial charges, in e, on atoms 1 to 6: number 1, C, carries -0.147; number 2, C, carries -0.074; number 3, C, carries -0.592; number 4, C, carries -0.633; number 5, Cl, carries 0.604; number 6, Cl, carries 0.794


Version 2
Formula: C4H2Cl2
Source: the OMol25 dataset
Level of theory: ωB97M-V with the def2-TZVPD basis set

The geometry in ORCA input format:
```
! RIJCOSX wB97M-V def2-TZVPD def2/J DEFGRID3
* xyz 0 1
C 0.1047 1.9418 -0.0582
C -0.9457 1.0470 0.0453
C -1.7568 0.1815 0.2986
C 0.9298 -0.6661 0.0623
Cl 2.3307 -1.7794 -0.0232
Cl 1.4303 0.9514 -0.1478
H -2.2830 -0.6410 0.6622
H 0.1900 -1.0351 -0.8394
*
```

HOMO-LUMO gap (alpha / beta) = 7.732 / 6.210 eV

These are the Löwdin partial charges, in e, on atoms 1 to 6: number 1, C, carries -0.395; number 2, C, carries -0.357; number 3, C, carries 0.136; number 4, C, carries -0.925; number 5, Cl, carries 0.442; number 6, Cl, carries 0.976


Least stable of them? version 2.


Version 1
Formula: C4H7INO
Source: the OMol25 dataset
Level of theory: ωB97M-V with the def2-TZVPD basis set

The geometry in ORCA input format:
```
! RIJCOSX wB97M-V def2-TZVPD def2/J DEFGRID3
* xyz 1 1
C -1.2036 0.3144 -0.4270
C -0.4841 0.0233 0.9004
O -0.8980 -1.1220 1.5934
I -0.4083 1.7884 2.2368
N 0.8195 -0.2174 0.4836
C 1.9214 -0.8891 0.4579
C 1.8888 0.3764 -0.3387
H -2.2541 0.4457 -0.2336
H -0.6395 1.2317 -0.9152
H -1.1422 -0.4003 -1.1837
H -1.8017 -1.3854 1.5034
H 2.4665 -1.6486 0.8767
H 2.4453 1.2787 -0.0432
H 1.7081 0.2726 -1.3417
*
```

HOMO-LUMO gap = 8.159 eV
SMILES = C[C@](O)(I)[N+]1=CC1

These are the Löwdin partial charges, in e, on atoms 1 to 6: number 1, C, carries -0.053; number 2, C, carries -0.901; number 3, O, carries -0.002; number 4, I, carries 0.942; number 5, N, carries -0.036; number 6, C, carries 0.237


Version 2
Formula: C4H7INO
Source: the OMol25 dataset
Level of theory: ωB97M-V with the def2-TZVPD basis set

The geometry in ORCA input format:
```
! RIJCOSX wB97M-V def2-TZVPD def2/J DEFGRID3
* xyz 1 1
C 0.1607 -0.3089 -1.1956
C -1.3312 -1.0567 0.2360
C 1.8191 0.7915 0.4006
C -0.3557 -0.3707 0.9882
N 0.6149 0.0476 0.1766
O -1.0641 -1.0222 -1.0240
I -4.1451 1.0463 -0.0186
H -0.1836 0.5018 -1.7809
H 0.7069 -1.0889 -1.6869
H -2.2393 -1.4973 0.4750
H 2.3226 0.3026 1.1068
H 1.4371 1.7982 0.6170
H 2.5289 0.9289 -0.3763
H -0.2711 -0.0722 2.0823
*
```

HOMO-LUMO gap (alpha / beta) = 7.702 / 6.339 eV

These are the Löwdin partial charges, in e, on atoms 1 to 6: number 1, C, carries -0.018; number 2, C, carries -0.121; number 3, C, carries 0.031; number 4, C, carries 0.031; number 5, N, carries -0.066; number 6, O, carries 0.025


Least stable of them? version 1.


Version 1
Formula: C5H3F3
Source: the OMol25 dataset
Level of theory: ωB97M-V with the def2-TZVPD basis set

The geometry in ORCA input format:
```
! RIJCOSX wB97M-V def2-TZVPD def2/J DEFGRID3
* xyz 0 1
C 0.1002 1.1751 -2.3819
C 0.0062 0.8005 -1.2543
C -0.3663 0.0328 0.2582
C -1.2970 0.2639 1.1232
C 0.8475 -0.9376 0.6106
F 0.6142 -1.8370 1.5653
F 1.8360 -0.1276 0.9669
F 1.2794 -1.6217 -0.5247
H 0.3158 1.7110 -3.2078
H -1.1941 -0.4681 1.9474
H -2.1419 1.0088 0.8970
*
```

HOMO-LUMO gap = 11.354 eV
SMILES = C#CC(=C)C(F)(F)F

These are the Löwdin partial charges, in e, on atoms 1 to 6: number 1, C, carries 0.081; number 2, C, carries 0.001; number 3, C, carries -0.134; number 4, C, carries 0.051; number 5, C, carries -0.584; number 6, F, carries 0.148


Version 2
Formula: C5H3F3
Source: the OMol25 dataset
Level of theory: ωB97M-V with the def2-TZVPD basis set

The geometry in ORCA input format:
```
! RIJCOSX wB97M-V def2-TZVPD def2/J DEFGRID3
* xyz 0 1
C 0.9843 2.2066 0.7940
C 1.1081 1.0214 0.4263
C 1.3767 -1.2031 -0.7574
C 1.1080 -0.1939 -0.0267
C -1.8817 -0.2470 -0.0732
F -2.5275 -0.2328 -1.2816
F -2.3753 0.6038 0.8521
F -1.8562 -1.4954 0.4138
H 0.8617 3.0438 1.3225
H 0.7379 -2.1696 -0.8920
H 2.4640 -1.3337 -0.7777
*
```

HOMO-LUMO gap (alpha / beta) = 9.028 / 7.453 eV

These are the Löwdin partial charges, in e, on atoms 1 to 6: number 1, C, carries 0.180; number 2, C, carries -0.166; number 3, C, carries -0.003; number 4, C, carries -0.149; number 5, C, carries -0.335; number 6, F, carries 0.090


Least stable of them? version 2.


Version 1
Formula: C2H8NO4
Source: the OMol25 dataset
Level of theory: ωB97M-V with the def2-TZVPD basis set

The geometry in ORCA input format:
```
! RIJCOSX wB97M-V def2-TZVPD def2/J DEFGRID3
* xyz -1 1
O -0.6938 -0.6798 3.1779
C 0.0929 -0.8224 2.2588
N -0.1393 -1.5011 1.1128
C 0.5148 -1.2604 -0.2340
O 0.0190 -0.2263 -0.9244
H 1.1141 -0.4113 2.3484
H -1.1200 -1.7494 1.0415
H 0.3251 -2.1944 -0.7884
H 1.5930 -1.1290 0.0387
H -0.9891 1.6499 -2.8924
H 0.1635 0.9237 -2.1183
O -0.0317 1.5046 -2.8951
H -0.2165 2.4745 -0.6053
H -0.2965 1.2227 0.1894
O -0.3355 2.1987 0.2904
*
```

HOMO-LUMO gap = 8.509 eV

These are the Löwdin partial charges, in e, on atoms 1 to 6: number 1, O, carries -0.036; number 2, C, carries -0.421; number 3, N, carries 0.030; number 4, C, carries -0.432; number 5, O, carries -0.302; number 6, H, carries 0.126


Version 2
Formula: C2H8NO4
Source: the OMol25 dataset
Level of theory: ωB97M-V with the def2-TZVPD basis set

The geometry in ORCA input format:
```
! RIJCOSX wB97M-V def2-TZVPD def2/J DEFGRID3
* xyz -1 1
O 3.4106 -0.4297 1.5449
C 2.3061 -0.8176 1.0475
N 1.2315 -0.1429 0.6265
C 0.1273 -1.1081 0.1646
O -1.0041 -0.4380 0.1757
H 2.1280 -1.9204 0.8592
H 1.1987 0.8062 0.5390
H 0.1418 -1.9462 1.0368
H 0.4705 -1.6634 -0.7299
H -2.9659 0.3414 -2.1325
H -1.7445 -0.0737 -1.1735
O -2.1462 0.5591 -1.9252
H -1.1143 2.1109 -0.7562
H -1.1095 1.9937 0.7492
O -0.9301 2.7286 -0.0261
*
```

HOMO-LUMO gap = 8.402 eV

These are the Löwdin partial charges, in e, on atoms 1 to 6: number 1, O, carries -0.106; number 2, C, carries -0.393; number 3, N, carries 0.068; number 4, C, carries -0.454; number 5, O, carries -0.274; number 6, H, carries 0.117


Least stable of them? version 2.


Version 1
Formula: C8H18O2
Source: the OMol25 dataset
Level of theory: ωB97M-V with the def2-TZVPD basis set

The geometry in ORCA input format:
```
! RIJCOSX wB97M-V def2-TZVPD def2/J DEFGRID3
* xyz 0 1
C -2.2613 -0.7683 0.3695
C -1.0730 -0.1954 0.0362
C -1.0142 0.9685 -0.8522
C 0.2402 1.1702 -1.7280
C 0.1437 -0.7017 0.5810
C 1.1783 -1.2058 -0.4202
C 0.7632 -0.4823 1.7807
C 0.1200 0.2286 2.8776
H -3.2206 -0.5058 0.0581
H -2.2728 -1.4964 1.1941
H -1.9692 0.9479 -1.5722
H -1.1933 2.0740 -0.3477
H 0.2783 2.2646 -2.1828
H 0.2928 0.5051 -2.5980
H 1.0924 1.0042 -1.1893
H 2.0111 -0.4473 -0.4139
H 1.5613 -2.1674 -0.2313
H 0.8553 -1.3435 -1.4067
H 1.7687 -0.6970 1.9515
H 0.9349 0.9109 3.4186
H -0.1774 -0.3607 3.7772
H -0.7257 0.8384 2.7239
O 2.2007 1.6142 0.5496
H 2.6561 2.1521 1.1235
H 1.2701 1.5037 0.7315
O -0.9608 -1.7924 -2.5104
H -1.7554 -1.4463 -2.7124
H -0.7433 -2.5721 -3.0079
*
```

HOMO-LUMO gap = 9.071 eV
SMILES = C=C(CC)/C(C)=C\C.O.O

These are the Löwdin partial charges, in e, on atoms 1 to 6: number 1, C, carries 0.077; number 2, C, carries -0.348; number 3, C, carries -0.214; number 4, C, carries -0.126; number 5, C, carries -0.247; number 6, C, carries -0.063


Version 2
Formula: C8H18O2
Source: the OMol25 dataset
Level of theory: ωB97M-V with the def2-TZVPD basis set

The geometry in ORCA input format:
```
! RIJCOSX wB97M-V def2-TZVPD def2/J DEFGRID3
* xyz 0 1
C 1.0916 1.9086 -0.4254
O 0.7953 1.7248 0.9393
C -0.5159 1.2424 1.2149
C -0.5396 0.8970 2.6991
C -1.6068 2.2557 0.8596
H 2.1687 2.0526 -0.5054
H 0.5672 2.7588 -0.8758
H 0.8413 1.0067 -0.9960
H -0.6890 0.3339 0.6157
H -1.5102 0.5058 2.9967
H -0.3532 1.7925 3.2899
H 0.2319 0.1612 2.9169
H -1.6593 2.3893 -0.2196
H -2.5760 1.8968 1.2013
H -1.4021 3.2007 1.3618
C 0.0731 -1.1110 -3.0098
C -0.6004 -1.7140 -2.0314
C -1.5957 -2.3374 -1.4605
H 0.7658 -1.6280 -3.6610
H -0.0222 -0.0828 -3.3251
H -2.5594 -2.3733 -1.9481
H -1.5266 -2.6975 -0.4474
C 1.8600 -2.2257 0.4520
O 1.0260 -1.5559 -0.4806
H 2.3189 -3.1130 0.0023
H 1.2497 -2.5142 1.3023
H 2.6288 -1.5372 0.8249
H 1.5383 -1.2367 -1.2908
*
```

HOMO-LUMO gap = 9.799 eV
SMILES = COC(C)C.C=C=C.CO

These are the Löwdin partial charges, in e, on atoms 1 to 6: number 1, C, carries -0.109; number 2, O, carries -0.171; number 3, C, carries -0.468; number 4, C, carries -0.044; number 5, C, carries -0.050; number 6, H, carries 0.090


Least stable of them? version 2.